C37H55BF3N4O7S | ωB97M-V/def2-TZVPD

XYZ file:
```
108
Properties=species:S:1:pos:R:3:forces:R:3
C 1.590215 5.466551 0.391810 0.150 -0.099 0.143
C 1.892767 4.147268 -0.323387 0.121 0.231 -0.052
C 2.469468 3.074026 0.595585 -0.130 -0.023 -0.072
O 1.562435 1.976110 0.658380 -0.091 0.084 0.041
C 1.907780 1.035342 1.638218 0.086 0.042 0.125
C 0.714202 0.173250 2.024243 0.203 -0.008 0.226
C -0.532743 1.026102 2.326755 -0.327 -0.163 -0.084
C -0.615644 1.482653 3.786867 0.374 0.091 -0.226
S -0.402773 3.246175 3.882068 -0.342 0.130 -0.092
O -0.124867 3.609491 5.236567 0.124 -0.079 -0.082
O -1.487343 3.843521 3.148057 0.039 0.033 0.033
C -1.716243 0.211221 1.746929 0.151 0.669 -0.387
C -3.077440 0.198629 2.415563 0.036 0.168 0.368
C -3.901626 1.430298 2.012130 0.043 -0.170 -0.166
C -4.399930 1.269735 0.570691 -0.115 0.224 0.201
C -5.228185 -0.007286 0.398321 0.170 -0.182 -0.228
O -4.516359 -1.080926 -0.225704 0.299 -0.022 0.276
N -1.150815 -1.157646 1.477098 -1.017 -0.029 0.435
B -1.300604 -2.085798 2.740816 0.169 -0.090 -0.152
N -0.730474 -1.710500 3.992772 -0.115 -0.494 0.000
O -1.988999 -3.233345 2.525152 -0.093 0.275 0.360
C 0.272678 -0.956643 1.041157 0.909 0.725 0.747
N 0.999162 -2.147886 1.351773 -0.112 -0.044 -0.579
C 0.653895 -3.427640 0.688121 -0.001 -0.075 0.227
C 1.894141 -4.233960 0.319552 -0.088 -0.110 0.004
N 0.392374 -0.378820 -0.338959 -1.046 -1.382 -0.445
C -0.762298 -0.227435 -1.166036 0.448 0.083 0.147
C -0.750469 1.018641 -1.997018 0.270 -0.060 -0.312
O -1.671050 -1.027572 -1.172807 -0.437 0.006 0.233
C 1.536697 -0.916260 -1.110151 -0.008 0.673 0.085
C 1.270089 -1.928348 -2.188612 -0.068 0.623 -0.229
O 2.621590 -0.479233 -0.879092 0.294 -0.334 0.216
H 1.573820 6.302379 -0.305336 -0.198 -0.014 -0.014
H 0.642552 5.429239 0.932297 -0.020 0.033 -0.024
H 2.373790 5.688808 1.119818 0.009 0.035 -0.027
H 2.596737 4.348519 -1.131237 -0.003 -0.090 -0.036
H 0.984662 3.751619 -0.782750 0.035 -0.022 -0.032
H 3.441776 2.721365 0.237897 0.016 -0.027 0.074
H 2.600785 3.480882 1.608776 0.097 -0.053 -0.011
H 2.768337 0.422051 1.346347 -0.068 0.029 -0.144
H 2.220168 1.564538 2.554055 -0.026 -0.027 0.014
H 1.019556 -0.345372 2.934020 -0.172 -0.050 0.030
H -0.504262 1.923561 1.706498 0.176 -0.020 -0.004
H -1.596595 1.351770 4.246341 0.074 -0.074 0.095
H 0.168332 1.042715 4.403409 -0.150 -0.074 0.123
H 0.710235 3.443345 3.129383 0.121 -0.069 0.043
H -1.866558 0.648183 0.760553 -0.097 -0.199 -0.039
H -2.991119 0.156879 3.503810 -0.003 -0.138 -0.015
H -3.645264 -0.678749 2.095433 0.168 -0.131 0.075
H -3.327030 2.350647 2.142957 0.031 -0.023 -0.013
H -4.766002 1.501057 2.674057 0.018 0.013 0.023
H -4.992106 2.140801 0.288992 -0.020 0.013 0.061
H -3.546155 1.273876 -0.117678 -0.132 -0.104 -0.114
H -6.152779 0.184883 -0.148014 0.039 0.017 -0.055
H -5.493448 -0.404615 1.380125 -0.298 0.159 -0.001
H -3.836641 -0.736577 -0.815956 -0.118 0.013 -0.156
H -1.742983 -1.586457 0.755498 0.385 0.142 -0.402
H -0.586415 -2.543801 4.557714 -0.077 0.092 0.102
H -1.263211 -1.064160 4.563029 0.218 0.235 -0.123
H -2.778707 -3.182016 1.974000 0.207 -0.269 -0.348
H 1.996005 -1.969125 1.328473 -0.022 -0.011 0.112
H 0.003189 -3.254721 -0.172693 0.060 0.011 -0.082
H 0.074647 -4.020708 1.394453 -0.068 0.026 -0.016
H 2.706957 -4.016013 1.014825 0.045 0.032 -0.063
H 1.686699 -5.297757 0.423000 -0.034 -0.011 -0.072
H 2.225237 -4.070740 -0.703628 0.109 0.116 0.083
H 0.174641 1.572333 -1.857604 -0.012 0.012 0.036
H -0.876111 0.763243 -3.050632 -0.136 0.022 0.034
H -1.589358 1.653908 -1.702750 -0.020 -0.062 -0.006
H 0.314598 -2.435585 -2.110534 0.078 -0.134 0.098
H 2.112274 -2.607917 -2.237292 -0.052 -0.046 -0.021
H 1.261748 -1.373634 -3.134393 0.029 -0.061 -0.015
F -0.999707 5.824333 9.234675 -0.005 0.000 -0.002
C -1.704899 6.351890 8.211164 -0.004 0.003 0.000
C -1.555129 5.802887 6.953483 -0.033 0.041 0.063
C -2.286941 6.349525 5.908479 0.000 -0.004 -0.012
C -3.139033 7.423287 6.130617 -0.007 -0.001 -0.011
C -3.264700 7.954185 7.407055 0.010 -0.014 -0.005
C -2.545177 7.416756 8.465440 -0.021 0.024 0.002
H -0.883379 4.972277 6.799413 -0.024 0.048 0.055
H -2.187941 5.929996 4.914526 0.005 0.005 0.010
H -3.703643 7.846598 5.310648 0.000 0.003 0.001
H -3.925024 8.792847 7.583709 -0.006 -0.003 0.004
H -2.628746 7.809451 9.469387 0.016 -0.002 0.003
F 1.813607 -4.368421 -3.666112 -0.028 -0.068 -0.044
C 1.316542 -5.174945 -4.647485 0.011 -0.007 -0.003
C 0.014610 -4.988241 -5.057509 -0.019 0.012 -0.005
C -0.475574 -5.807306 -6.066047 0.010 -0.005 -0.005
C 0.332569 -6.782412 -6.633284 0.005 0.003 -0.008
C 1.639914 -6.943220 -6.194488 -0.046 0.017 0.000
C 2.145452 -6.131730 -5.189020 0.045 -0.093 -0.005
H -0.596796 -4.221494 -4.600660 0.008 0.006 -0.002
H -1.493002 -5.678330 -6.410022 -0.004 -0.004 0.006
H -0.055798 -7.415483 -7.419080 0.001 0.000 -0.001
H 2.273705 -7.700297 -6.635716 0.006 0.005 -0.005
H 3.162391 -6.236312 -4.836581 -0.008 -0.011 0.016
F 5.265426 -5.261368 -7.196672 -0.004 0.000 -0.003
C 4.767845 -4.014161 -7.327809 -0.018 -0.007 -0.007
C 4.070386 -3.470059 -6.269544 -0.006 0.054 0.084
C 3.556470 -2.188648 -6.402902 0.012 0.003 -0.062
C 3.742143 -1.477537 -7.580389 -0.014 -0.004 0.000
C 4.447177 -2.052453 -8.629397 -0.009 0.004 0.013
C 4.969953 -3.332503 -8.510396 0.007 0.001 -0.025
H 3.939842 -4.041104 -5.362506 0.028 0.016 0.016
H 3.008518 -1.746517 -5.580354 0.004 -0.001 0.005
H 3.339682 -0.478755 -7.682359 0.003 0.001 -0.004
H 4.592142 -1.502867 -9.549815 0.009 0.002 0.002
H 5.525476 -3.798239 -9.312572 -0.006 -0.011 0.003
```
Forces are in eV/Å.

Properties
Orbital gap: 7.541 eV
Total charge: +1
Total energy: -79213.4917 eV
LUMO energy: -2.848 eV
Spin multiplicity: 1
HOMO level: -10.388 eV

C4H11N3O2 | ωB97M-V/def2-TZVPD

XYZ file:
```
20
Properties=species:S:1:pos:R:3:forces:R:3
C 2.159002 1.566017 0.217541 1.786 2.476 0.963
N 1.266537 0.517020 -0.027456 -0.409 -3.507 -0.829
C 1.667295 -0.686433 -0.432671 -0.315 0.826 -0.277
N 2.998585 -1.101072 -0.659725 -5.096 -1.862 -0.902
N 0.659581 -1.682140 -0.606409 3.476 -0.204 -0.663
H 2.408817 2.032675 -0.766850 0.162 0.016 0.743
H 3.116408 1.302446 0.746565 -0.518 -0.158 -0.612
H 1.800249 2.437874 0.924019 -0.086 -1.832 -1.470
H 3.156090 -1.921915 -1.230420 0.027 0.297 0.495
H 3.697768 -0.541255 -0.396164 3.130 2.426 0.826
H -0.177612 -1.304729 -0.348626 -2.830 1.191 1.278
H 0.441133 -2.118335 -1.497963 1.110 0.104 -0.116
C -3.468681 0.773435 0.797219 -2.400 -1.100 2.509
C -2.207865 0.156262 0.342197 1.094 0.180 0.216
O -1.889995 -0.960784 -0.041490 -1.726 0.615 0.171
O -1.328756 1.119825 0.456218 2.838 0.394 -2.647
H -4.345990 0.141568 0.819245 -0.008 -0.661 -0.277
H -3.782253 1.634433 0.286721 0.190 1.129 -1.346
H -3.463268 1.172013 1.851081 0.812 -0.625 -0.826
H -0.472757 0.900548 -0.196018 -1.234 0.294 2.764
```
Forces are in eV/Å.

Properties
Orbital gap: 9.730 eV
Total energy: -12891.1277 eV
LUMO energy: 0.843 eV
Energy relative to the best compared isomer or geometry (same formula, charge and spin): 39.3 kcal/mol
Spin multiplicity: 1
HOMO level: -8.887 eV
SMILES: CN=C(N)N.CC(=O)O

C6H17N2OPSi | ωB97M-V/def2-TZVPD

XYZ file:
```
28
Properties=species:S:1:pos:R:3:forces:R:3
C -1.328837 2.112372 0.248177 -0.158 1.672 -0.216
C -3.481828 1.427557 0.902583 -0.214 1.811 -1.245
C 3.335041 0.866836 -1.485339 0.241 1.207 0.290
C 1.351525 -0.443249 2.176607 0.650 3.512 0.369
C 1.410061 -2.424945 -0.034585 1.826 -1.306 -0.597
C -1.227998 -0.888928 -1.830571 0.308 1.440 0.863
N -2.224695 1.231529 0.184436 1.101 -0.103 -0.557
N 2.821258 0.466641 -0.232983 -1.178 -1.872 1.733
O -2.433086 -1.555459 0.531015 -1.395 -0.922 0.844
Si 2.032246 -0.739883 0.506866 0.045 1.088 -0.858
P -1.311682 -0.703066 0.129211 0.987 0.422 -2.268
H -0.290009 1.963942 0.003948 0.243 -0.704 -0.407
H -1.527351 3.161503 0.539515 -0.254 -0.540 0.213
H -3.307392 2.439374 1.379446 -0.688 -1.482 0.538
H -4.416104 1.640695 0.234372 1.728 -1.301 1.023
H -3.394276 0.483729 1.471400 -1.498 0.747 0.506
H 3.299245 0.124794 -2.257186 -0.190 -0.471 -0.729
H 2.721019 1.758422 -1.754000 0.696 -0.424 -0.450
H 4.399519 1.175423 -1.398441 -0.549 0.052 -0.041
H 0.354197 -0.722522 2.277770 -1.808 -0.687 -0.351
H 1.805500 -0.946313 2.971197 1.315 -0.724 1.278
H 1.330504 0.694520 2.434067 0.376 -1.900 -0.468
H 0.348503 -2.488073 0.007164 -0.901 0.067 0.231
H 1.661426 -2.613164 -1.116912 0.046 -0.130 1.128
H 1.773513 -3.279677 0.651471 -0.249 1.300 -1.192
H -2.072361 -0.246377 -2.189576 0.996 -0.344 -0.112
H -0.192302 -0.596185 -2.199010 -1.411 -0.011 0.250
H -1.435629 -1.899504 -2.150651 -0.064 -0.396 0.225
```
Forces are in eV/Å.

Properties
Orbital gap: 7.874 eV
Total energy: -28688.9337 eV
LUMO energy: 0.009 eV
Spin multiplicity: 1
HOMO level: -7.865 eV